No. 1
A structure of composition C14H10Cl5N4OSTi. Source: OMol25; level of theory: ωB97M-V with the def2-TZVPD basis set.

```
36
Properties=species:S:1:pos:R:3:forces:R:3
Ti 0.06678 0.06207 -0.10514 0.12 -0.58 0.07
C -0.63147 1.34332 4.01107 -0.03 0.02 -0.04
C -0.50721 1.16720 2.54296 -0.02 0.09 0.02
N -0.29259 0.04037 1.94046 -0.15 -0.07 0.40
N -0.22686 -1.14520 2.64108 -0.01 0.12 -0.25
C -0.39859 -2.27938 1.93726 0.02 -0.10 -0.01
N -0.43190 -3.42915 2.55553 -0.02 -0.03 -0.03
S -0.55505 -2.21275 0.20905 0.02 0.12 0.16
C -0.69364 2.29863 1.60484 0.01 -0.21 0.01
C -1.02486 3.56335 2.00698 -0.03 0.21 -0.02
C -1.24534 4.54961 1.03333 0.00 0.01 0.12
C -1.11134 4.22628 -0.29909 0.00 0.00 -0.07
C -0.76659 2.92545 -0.64177 0.04 -0.08 0.06
N -0.57213 1.97206 0.28253 -0.16 0.48 0.24
H -0.09717 0.59139 4.58750 0.01 -0.01 0.00
H -1.69262 1.31037 4.28559 0.01 0.01 0.02
H -0.23810 2.31150 4.31471 -0.01 0.00 0.01
H -0.20288 -1.12636 3.65147 -0.01 0.00 0.07
H -0.35367 -3.52092 3.56161 0.00 -0.02 0.00
H -0.54326 -4.28913 2.03186 0.00 -0.01 -0.01
H -1.12506 3.80491 3.05562 -0.01 0.02 -0.02
H -1.51702 5.55381 1.33404 0.00 0.00 0.00
H -1.26785 4.95750 -1.08067 -0.01 0.00 0.01
H -0.64819 2.64221 -1.67936 0.00 -0.01 -0.03
Cl 4.68905 -0.16844 -5.33370 0.03 0.00 -0.04
C 3.87162 -0.08742 -3.85595 0.03 0.01 -0.01
C 2.46509 -0.12481 -3.85254 -0.08 -0.02 -0.07
Cl 1.54348 -0.25232 -5.27420 0.04 0.01 0.00
C 1.85254 -0.05355 -2.62454 -0.34 -0.03 -0.10
Cl 0.05911 -0.10514 -2.48738 0.28 -0.06 -0.42
C 2.53956 0.04528 -1.42980 -0.32 -0.03 0.53
O 1.77242 0.09570 -0.26481 0.31 0.14 -0.69
C 3.91339 0.08428 -1.41828 0.22 0.00 0.10
Cl 4.73478 0.20583 0.06943 -0.02 -0.01 -0.07
C 4.58465 0.01808 -2.65236 0.02 0.00 0.04
Cl 6.27462 0.06497 -2.66672 0.06 0.00 -0.02
```
Positions in Å, forces in eV/Å.

Values from the calculation:
spin multiplicity: 1
charge: +3
Kohn-Sham gap: 5.146 eV
max |F|: 0.8 eV/Å


No. 2
An isolated molecule of C14H10ClF3N6O. Source: OMol25; level of theory: ωB97M-V with the def2-TZVPD basis set.

```
35
Properties=species:S:1:pos:R:3:forces:R:3
F -1.55846 -6.93588 1.86164 0.33 0.00 -1.07
F -3.08612 -6.70211 0.37708 0.86 -0.17 -0.51
F -1.29806 -7.95778 -0.09153 -0.71 1.70 0.76
Cl 2.97382 6.87201 0.32745 0.27 0.34 -0.05
N 0.57567 -4.17136 -0.54461 0.93 -1.12 -0.19
N -1.60997 -4.36338 -0.11652 0.28 -1.68 0.56
N 0.30656 -0.01800 -0.94934 -0.20 1.89 -0.39
N -1.83436 -0.19170 0.06951 -0.71 1.49 -0.06
N 3.59486 4.35955 0.81301 -0.09 -0.44 0.07
O 0.26567 -5.52604 -0.28703 -0.77 0.18 0.40
C -0.54175 -3.54503 -0.44015 -0.73 -1.00 0.46
C -1.04534 -5.54665 0.00568 -0.21 1.81 -0.67
C -0.80330 0.51714 -0.40768 0.05 0.77 1.00
C 3.31408 3.03033 0.81677 -0.29 0.74 -0.77
C 0.35873 -1.30641 -0.98141 0.66 -1.64 -0.11
C -1.79141 -1.48150 -0.03425 0.33 -0.94 0.18
C 2.69929 5.18249 0.26765 -0.12 -2.23 0.71
C 2.15681 2.50136 0.26773 -0.19 -0.10 -0.21
C 1.50181 4.70899 -0.26898 -0.63 0.10 -0.17
C -0.65368 -2.11564 -0.49135 -0.13 -0.04 -0.53
C 1.18594 3.33913 -0.27143 0.44 1.05 -0.82
N -0.86180 1.87896 -0.20389 0.25 -0.16 -0.94
C -1.75925 -6.81068 0.51973 0.19 -0.64 0.45
C -1.65542 2.42392 0.91020 0.87 -0.05 -0.46
C -0.04690 2.80949 -1.03284 -0.26 0.10 1.72
H 4.04050 2.28863 1.15776 0.17 0.77 0.22
H 1.26524 -1.77673 -1.37920 -0.25 0.23 0.05
H -2.64207 -2.07343 0.27751 -0.13 0.10 0.15
H 2.05683 1.43371 0.14461 -0.11 -0.14 0.30
H 0.83705 5.46338 -0.68329 -0.11 -0.30 -0.03
H -2.64079 2.01016 0.96843 -0.44 -0.37 -0.13
H -1.73360 3.49413 0.80694 0.00 0.37 -0.26
H -1.12949 2.24541 1.84148 0.02 -0.14 0.32
H 0.27090 2.31716 -1.94224 0.05 -0.25 -0.05
H -0.71196 3.64636 -1.30744 0.36 -0.22 0.09
```
Positions in Å, forces in eV/Å.

Values from the calculation:
structure (SMILES): CN(Cc1ccnc(Cl)c1)c1ncc(-c2noc(C(F)(F)F)n2)cn1
spin multiplicity: 1
energy relative to the best compared isomer or geometry (same formula, charge and spin): 0.000 eV
charge: 0
Kohn-Sham gap: 8.708 eV
max |F|: 2.3 eV/Å


No. 3
A structure of composition C14H10ClLuNO7. Source: OMol25; level of theory: ωB97M-V with the def2-TZVPD basis set.

```
34
Properties=species:S:1:pos:R:3:forces:R:3
Lu 0.09263 -0.37423 -0.17801 0.25 -1.85 1.16
C -0.05629 -4.02704 0.26888 -0.44 1.32 -0.17
C -0.34123 -4.70547 -0.91330 -0.21 0.28 -0.22
C -1.27910 -3.96241 -1.66278 -0.70 2.25 0.20
C -1.62156 -2.76311 -0.89585 1.63 -2.73 -0.85
C -0.80286 -2.80123 0.26412 -0.54 0.09 -0.03
H 0.62089 -4.25339 1.06125 0.37 -0.47 0.24
H 0.07672 -5.65003 -1.21884 0.19 -0.10 -0.04
H -1.58190 -4.04234 -2.73298 0.19 -0.47 1.10
H -2.38804 -2.09285 -1.16655 -0.61 0.89 -0.20
H -0.96952 -2.14015 1.11933 -0.03 -0.38 0.43
O -1.37225 5.04040 2.93091 -1.96 0.67 -0.88
C -1.04173 3.93783 2.19776 0.32 -0.68 -0.37
C -1.54815 3.57577 0.94064 -1.03 1.72 -0.16
C -1.19691 2.40572 0.33509 2.24 0.61 2.20
N -0.22447 1.66051 0.90110 -1.75 -0.45 -0.73
C 0.26732 1.91807 2.09307 0.18 1.01 -0.68
C -0.08426 3.10025 2.73661 0.39 -0.40 0.51
C 1.22316 0.81783 2.54031 -1.44 -2.29 -1.37
O 2.00321 0.95180 3.43114 0.97 0.65 1.12
O 0.97407 -0.30707 1.87065 0.50 1.41 0.35
C -1.71952 1.88599 -0.91859 -0.47 -2.87 -1.98
O -2.29751 2.52559 -1.75237 -0.53 1.51 -0.15
O -1.51182 0.58107 -1.07238 -0.34 1.42 0.34
H -2.27804 5.41981 2.67090 2.09 -0.97 0.26
H -2.14670 4.27572 0.36321 -0.40 -0.17 0.24
H 0.39687 3.36964 3.65100 0.12 -0.02 0.59
Cl 4.50686 -1.36339 -2.02074 0.07 -0.17 0.84
C 3.08833 -0.67759 -2.84964 1.78 2.87 -0.41
C 1.87445 -0.42757 -1.98377 0.69 -0.25 1.29
O 1.07616 -1.40258 -1.87544 0.57 1.08 -0.49
O 1.77716 0.64246 -1.25357 0.07 -1.44 -1.42
H 2.93579 -1.39415 -3.59167 -0.90 -0.82 -1.24
H 3.54820 0.27613 -3.28950 -1.23 -1.22 0.51
```
Positions in Å, forces in eV/Å.

Values from the calculation:
spin multiplicity: 1
charge: -1
Kohn-Sham gap: 5.711 eV
max |F|: 3.5 eV/Å


No. 4
A structure of composition C14H10ErNO3P. Source: OMol25; level of theory: ωB97M-V with the def2-TZVPD basis set.

```
30
Properties=species:S:1:pos:R:3:forces:R:3
N 4.10104 2.84943 -0.57619 0.31 -2.07 0.97
P 4.40656 1.13749 -0.56091 -1.46 1.74 -2.14
O 4.57265 0.73828 -2.14735 -1.10 0.52 2.63
C 2.85337 0.36195 0.11561 -2.81 -1.77 -0.22
C 2.58087 0.15466 1.54771 -0.94 -0.32 -0.33
C 1.32034 -0.42514 2.03968 -0.76 0.27 -2.97
C 0.22270 -0.84703 1.02040 2.26 1.00 -0.16
C 0.54447 -0.63169 -0.40233 0.25 0.20 1.19
C 1.80384 -0.05835 -0.88525 0.19 -0.28 2.67
C -0.62024 -1.04176 -1.39766 -1.24 0.50 0.52
O -0.41289 -1.62556 -2.42021 0.35 0.58 0.50
C -2.05111 -0.65457 -0.89260 -1.41 0.69 1.24
C -3.07899 -0.08735 -1.74886 -0.08 -0.52 1.90
C -4.40484 0.22812 -1.16962 0.67 -0.73 1.75
C -4.74246 -0.03647 0.25088 2.54 -0.52 -1.03
C -3.70248 -0.59421 1.11778 0.40 -0.05 -1.67
C -2.37648 -0.88545 0.55824 0.44 0.30 -0.93
C -1.23666 -1.44738 1.41448 -1.45 0.38 -0.26
O -1.41003 -2.26333 2.35837 2.47 1.71 -1.34
H 3.09554 3.03046 -0.44805 0.37 0.05 0.09
H 4.61344 3.32836 0.17602 0.10 0.27 -0.58
H 3.94778 1.33767 -2.62564 0.88 -0.17 -0.36
H 3.33908 0.45507 2.32159 -0.79 -0.27 -0.93
H 1.08821 -0.56984 3.16391 0.38 1.63 -1.55
H 1.96860 0.06263 -1.98456 -0.24 -0.27 1.11
H -2.83120 0.11511 -2.81977 -0.48 -0.24 1.09
H -5.23348 0.68539 -1.76835 1.15 -0.52 0.32
H -5.76072 0.18497 0.66158 1.18 -0.20 -0.55
H -3.86590 -0.82624 2.20031 -0.02 0.34 -1.18
Er 1.26899 -2.67523 2.90077 -1.15 -2.24 0.23
```
Positions in Å, forces in eV/Å.

Values from the calculation:
spin multiplicity: 4
energy relative to the best compared isomer or geometry (same formula, charge and spin): 2.725 eV
charge: +3
Kohn-Sham gap (alpha / beta): 6.059 / 4.099 eV
max |F|: 3.3 eV/Å


No. 5
A structure of composition C14H10F5IrNS. Source: OMol25; level of theory: ωB97M-V with the def2-TZVPD basis set.

```
32
Properties=species:S:1:pos:R:3:forces:R:3
C 0.85416 -1.09314 -1.71824 0.48 -1.24 -0.39
C -0.51278 -1.27900 -2.11262 0.54 -1.49 -1.59
C -1.14896 -2.12261 -1.13451 0.44 -0.71 -0.07
C -0.17225 -2.40701 -0.09776 -0.09 -1.17 -1.14
C 1.05488 -1.76088 -0.46649 0.89 -0.63 -1.02
Ir -0.59861 -0.27886 -0.12582 -1.28 0.62 4.39
C -1.40811 1.45418 -0.81098 0.21 3.47 -1.15
C 0.03895 1.91411 -0.78354 -0.20 2.22 -3.43
C 0.68812 2.48275 -1.88565 -1.23 -0.57 1.12
N 0.60786 1.35696 0.28507 1.17 -0.54 1.55
H -2.16950 -2.49014 -1.17038 0.24 0.10 -0.01
H -0.97903 -0.88051 -3.01063 0.14 -0.09 0.33
H -0.33545 -3.01526 0.78567 0.02 0.23 -0.18
H 1.97782 -1.78066 0.10395 -0.21 -0.01 -0.14
H 1.60115 -0.52746 -2.26833 -0.28 0.03 0.28
H -1.78221 1.49202 -1.83279 -0.35 0.12 0.11
H 1.62145 1.33377 0.35572 0.07 0.49 -0.17
H -2.03659 1.97694 -0.07340 0.15 -0.33 -0.38
H 0.06490 2.89628 -2.68692 0.49 -0.25 0.23
H 1.73870 2.27040 -2.02897 0.18 0.39 -0.08
F -0.52021 3.07715 6.12235 0.03 -0.05 -0.12
C -0.81624 2.31378 5.05263 -0.11 -0.02 -0.15
C -1.71276 2.78295 4.08812 0.02 -0.13 -0.14
F -2.25844 4.01243 4.21311 0.19 -0.44 0.08
C -2.04406 1.97427 3.01070 0.10 0.21 0.04
F -2.95539 2.42026 2.10893 0.49 -0.20 0.65
C -1.47392 0.70237 2.85500 -0.58 -0.55 -0.37
S -2.04516 -0.38860 1.60360 -1.07 -0.34 1.90
C -0.52374 0.28149 3.79735 0.19 0.11 -0.07
F 0.09258 -0.91660 3.63474 -0.39 0.63 0.30
C -0.21539 1.06243 4.89893 0.04 -0.11 -0.04
F 0.64921 0.61120 5.83906 -0.30 0.27 -0.35
```
Positions in Å, forces in eV/Å.

Values from the calculation:
spin multiplicity: 5
charge: -1
Kohn-Sham gap (alpha / beta): 3.696 / 5.500 eV
max |F|: 4.6 eV/Å


No. 6
A structure of composition C14H10FIrN5O5S6. Source: OMol25; level of theory: ωB97M-V with the def2-TZVPD basis set.

```
42
Properties=species:S:1:pos:R:3:forces:R:3
Ir -1.55089 -0.01894 1.08717 0.87 -0.30 -0.54
S -8.49091 -1.90013 1.48207 -0.02 0.00 0.00
C -6.90082 -1.44695 1.47771 0.04 0.01 0.01
S -5.59754 -2.50646 1.85873 -0.01 -0.02 0.00
C -4.29087 -1.36647 1.67314 -0.06 0.16 -0.02
C -4.65230 -0.12174 1.30342 0.10 -0.17 0.07
S -3.49774 1.16777 1.08114 -0.19 0.04 0.23
S -6.35875 0.13828 1.07215 -0.03 0.02 -0.01
S -2.64070 -1.84095 1.98301 0.09 -0.11 -0.03
C -1.83297 2.85786 -2.37043 -0.05 -0.02 0.01
N -0.67013 1.98825 -2.35568 0.04 0.04 0.01
C -0.14312 1.33287 -3.45480 -0.03 -0.02 -0.01
C 0.81472 0.50087 -3.00178 -0.05 -0.14 -0.03
N 0.86500 0.66777 -1.63771 -0.07 -0.11 0.18
C -0.05332 1.56559 -1.24097 -0.05 0.00 -0.04
S -0.37492 2.05259 0.36629 -0.12 -0.11 0.13
H -1.78816 3.50118 -3.24676 -0.01 -0.01 -0.01
H -1.82838 3.45374 -1.46264 0.01 0.01 0.00
H -2.73774 2.25051 -2.37992 0.00 0.02 -0.01
H -0.51795 1.49995 -4.44762 0.02 0.01 -0.01
H 1.42792 -0.21279 -3.51813 0.02 0.00 -0.01
H 1.31549 0.06644 -0.95674 0.01 0.03 -0.04
O -1.31621 -2.11527 -2.49294 -0.03 0.05 -0.01
C -1.64569 -1.41160 -1.58613 0.00 -0.03 0.02
N -2.02306 -0.67753 -0.73589 0.12 0.47 -0.06
F 4.09127 1.39226 -1.15201 0.00 0.03 -0.03
C 4.07724 0.41618 -0.23544 -0.03 -0.03 0.07
C 3.25689 0.46618 0.81890 0.04 0.01 0.00
N 3.23589 -0.51932 1.77915 -0.10 -0.04 -0.07
C 2.20776 -0.46485 2.80941 0.01 0.00 0.02
C 0.79906 -0.41586 2.23451 0.01 -0.06 0.09
O -0.10926 -0.00728 2.97990 -0.27 0.42 -0.02
O 0.59830 -0.76784 1.03679 -0.29 -0.15 0.11
C 4.02874 -1.64445 1.67627 0.01 0.00 0.03
O 4.02006 -2.55634 2.47326 0.00 0.02 -0.01
N 4.87422 -1.64467 0.57800 -0.02 -0.01 -0.02
C 4.98077 -0.70569 -0.44199 0.03 -0.01 0.00
O 5.74867 -0.84773 -1.36705 -0.01 0.00 0.01
H 2.56066 1.28647 0.95502 -0.01 0.00 0.01
H 2.35746 0.40967 3.44156 -0.02 0.01 0.00
H 2.30833 -1.35426 3.42716 0.01 -0.01 -0.01
H 5.45301 -2.46728 0.48990 0.01 0.00 0.00
```
Positions in Å, forces in eV/Å.

Values from the calculation:
spin multiplicity: 1
energy relative to the best compared isomer or geometry (same formula, charge and spin): 0.000 eV
charge: -1
Kohn-Sham gap: 6.151 eV
max |F|: 1.1 eV/Å


No. 7
A structure of composition C14H10IrN2O2S3Sb. Source: OMol25; level of theory: ωB97M-V with the def2-TZVPD basis set.

```
33
Properties=species:S:1:pos:R:3:forces:R:3
Ir -0.43847 0.74292 -1.75315 0.62 0.22 -0.91
O -1.26656 2.58240 -1.09782 0.23 0.24 0.25
C -0.70253 3.29817 -0.15054 -0.35 -0.15 -0.28
C -0.70110 4.70539 -0.26445 -0.05 -0.01 -0.02
C -0.18566 5.50503 0.72793 0.02 -0.02 0.07
C 0.36173 4.94241 1.88810 -0.02 0.07 -0.06
C 0.38326 3.57223 2.00448 0.09 -0.03 0.11
C -0.12769 2.72996 1.00768 0.22 -0.11 0.21
C -0.03047 1.30154 1.23173 0.14 0.69 0.68
N -0.36786 0.41133 0.39662 -0.13 -0.98 -0.03
N -0.24842 -0.90697 0.84325 -0.08 0.49 0.11
C -0.28367 -1.72592 -0.15802 0.18 -0.45 -0.53
O -0.32399 -1.40845 -1.41241 -0.30 -0.12 0.46
C -0.24256 -3.19050 0.15439 0.03 0.10 -0.01
C -0.37839 -4.10398 -0.88237 -0.02 -0.14 -0.06
C -0.34163 -5.46961 -0.62479 0.00 0.07 -0.02
C -0.16108 -5.92884 0.67144 0.01 0.03 0.01
C -0.01648 -5.01588 1.71022 0.00 0.04 0.00
C -0.05832 -3.65368 1.45394 -0.03 -0.02 0.05
H -1.13287 5.12572 -1.16395 0.02 0.00 0.01
H -0.20606 6.58275 0.61095 0.00 -0.01 -0.01
H 0.76404 5.57106 2.67191 0.00 -0.01 -0.01
H 0.81149 3.11055 2.88988 -0.01 0.03 -0.03
H 0.37770 0.94816 2.18043 -0.10 0.13 0.07
H -0.51420 -3.72455 -1.88643 0.01 -0.02 0.01
H -0.44907 -6.17578 -1.43946 -0.01 0.02 0.00
H -0.13197 -6.99303 0.87333 0.01 0.01 0.00
H 0.13261 -5.36905 2.72341 -0.01 0.01 0.00
H 0.04617 -2.92708 2.24881 0.01 -0.04 0.00
S 2.25204 2.79579 -5.24473 0.07 -0.06 -0.08
Sb 1.80494 0.73053 -4.24594 -0.24 0.31 0.09
S -0.61770 0.75057 -4.06792 0.11 -0.17 -0.05
S 1.99274 1.18684 -1.89650 -0.44 -0.13 -0.02
```
Positions in Å, forces in eV/Å.

Values from the calculation:
spin multiplicity: 6
charge: -1
Kohn-Sham gap (alpha / beta): 6.611 / 5.387 eV
max |F|: 1.1 eV/Å


No. 8
A structure of composition C14H10IrN7O2S5. Source: OMol25; level of theory: ωB97M-V with the def2-TZVPD basis set.

```
39
Properties=species:S:1:pos:R:3:forces:R:3
Ir 1.21250 -0.15120 0.15590 -2.16 0.77 0.43
S 0.83910 -1.25670 2.39210 0.32 1.29 -1.50
C -0.81840 -1.42350 1.95920 -0.72 -0.44 0.58
S -1.18170 -0.95170 0.33280 1.89 0.09 -0.51
C -1.79750 -1.90910 2.80590 0.93 0.39 -0.81
C -1.53900 -2.34710 4.11480 0.21 -0.02 0.40
N -1.38330 -2.71210 5.19150 0.17 -0.15 0.44
C -3.13350 -1.98500 2.38040 -0.46 0.09 -0.26
N -4.23110 -2.00330 2.04300 -0.40 -0.04 -0.19
C -2.61910 3.35730 -0.87680 -0.02 0.09 0.07
C -1.70330 2.64650 -1.78640 -0.10 0.04 -0.24
N -1.87520 2.45780 -3.05530 -0.85 0.56 0.11
N -0.86530 1.66580 -3.46100 0.67 -0.20 1.04
C -0.05800 1.31900 -2.43740 -0.13 0.15 -0.10
S 1.23920 0.27120 -2.46250 0.45 -0.38 1.21
N -0.57040 1.99140 -1.35910 -0.17 -0.39 -1.27
N -0.00670 1.96610 -0.09820 1.10 -1.33 0.87
H -3.43780 3.76640 -1.45970 -0.05 0.01 0.02
H -2.11050 4.16760 -0.35810 0.02 0.09 0.05
H -3.01510 2.65860 -0.13670 -0.07 0.04 0.00
H -0.81720 1.34090 -4.41360 0.07 -0.02 0.13
H -0.68590 2.26490 0.59800 -0.13 -0.42 -0.05
H 0.83370 2.60490 -0.05940 -0.32 -0.06 -0.15
O 3.15740 -1.37700 0.02700 -1.84 -0.41 -0.19
S 3.99930 -0.27260 0.47220 1.37 1.43 0.20
O 4.74800 -0.47170 1.66490 0.04 -0.06 -0.19
N 2.99100 1.07030 0.55200 0.03 -2.27 0.52
C 3.35310 1.96440 -0.35390 -0.75 2.12 -0.93
S 2.59060 3.45040 -0.55150 0.57 -0.37 0.08
C 4.42730 1.55280 -1.25790 0.65 -0.41 -0.19
C 4.84920 2.18650 -2.41920 0.02 -0.15 0.17
C 5.76380 1.52990 -3.22650 0.00 0.11 0.00
C 6.28430 0.29350 -2.87090 -0.06 -0.13 0.16
C 5.88040 -0.33470 -1.69780 0.18 -0.20 0.04
C 4.95010 0.30970 -0.92030 -0.62 0.23 0.18
H 4.44160 3.14460 -2.69750 -0.09 0.09 0.02
H 6.06550 1.98170 -4.15890 0.07 0.06 -0.06
H 6.98680 -0.19630 -3.52720 0.09 -0.06 -0.01
H 6.25820 -1.30060 -1.40460 0.10 -0.15 -0.08
```
Positions in Å, forces in eV/Å.

Values from the calculation:
spin multiplicity: 1
energy relative to the best compared isomer or geometry (same formula, charge and spin): 1.722 eV
charge: 0
Kohn-Sham gap (alpha / beta): 5.927 / 5.928 eV
max |F|: 2.4 eV/Å